Here is an isolated molecule of C20H21N3O5S2 at a distorted geometry from the OMol25 dataset. Energies are from the ωB97M-V functional and the def2-TZVPD basis.

The LUMO energy is 0.65 eV. The relative energy (zero: lowest compared OMol25 entry of this formula, charge and spin) comes out at 2.1 kcal per mole. The largest force on an atom is 1.02 eV Å⁻¹. For the gap between HOMO and LUMO, the calculation gives 0.334 Ha.

```
! wB97M-V def2-TZVPD RIJCOSX def2/J DEFGRID3
* xyz 0 1
C -3.8496 -1.2413 -2.3051
C -3.1011 -2.0989 -1.2941
O -2.7159 -1.3452 -0.1459
C -1.6398 -0.5663 -0.2759
O -0.9768 -0.4955 -1.2973
C -1.3361 0.1937 0.9183
C -1.9191 0.1958 2.2000
N -1.3206 1.0616 2.9767
N -0.3521 1.6540 2.2508
C 0.4753 2.6095 2.9403
C 1.9104 2.0926 3.1509
O 1.8997 0.6909 3.4045
C 2.2318 -0.1103 2.3918
O 2.6592 0.2701 1.3331
C 1.9933 -1.5649 2.7426
C 1.2465 -2.2335 1.6366
C 0.0998 -2.9607 1.7148
C -0.3177 -3.4624 0.4612
C 0.5156 -3.0989 -0.5453
S 1.8218 -2.1302 0.0073
C -0.3172 1.1582 0.9985
N 0.5271 1.4233 -0.0441
C 1.3998 2.4394 -0.2881
O 1.5109 3.4343 0.3928
C 2.2393 2.1760 -1.5315
C 1.4536 1.5515 -2.6340
C 0.4362 2.1059 -3.3510
C -0.1296 1.2143 -4.2879
C 0.4619 -0.0061 -4.2675
S 1.7234 -0.0941 -3.1083
H -4.1919 -1.8634 -3.1272
H -4.7079 -0.7677 -1.8345
H -3.1897 -0.4709 -2.6969
H -3.7383 -2.8955 -0.9049
H -2.2041 -2.5268 -1.7537
H -2.7343 -0.3990 2.5570
H -0.0194 2.7599 3.9012
H 0.5298 3.5451 2.3800
H 2.3552 2.5756 4.0221
H 2.5187 2.2909 2.2639
H 2.9739 -2.0353 2.8699
H 1.4402 -1.6293 3.6795
H -0.4281 -3.1389 2.6347
H -1.1970 -4.0670 0.3282
H 0.4431 -3.3258 -1.5902
H 0.4013 0.7268 -0.7876
H 2.6779 3.1264 -1.8447
H 3.0453 1.5062 -1.2204
H 0.1021 3.1191 -3.2118
H -0.9417 1.4735 -4.9436
H 0.2348 -0.8664 -4.8649
*
```